No. 1
C34H35Cl5N3PSTeY as an isolated structure, computed with wB97M-V/def2-TZVPD.

Properties
E_tot: -131366.39264 eV
lowest unoccupied orbital energy: -2.493 eV

The geometry in ORCA input format:
```
! wB97M-V def2-TZVPD RIJCOSX def2/J DEFGRID3
* xyz 1 1
Y 0.6714 0.4673 -0.6102
N 0.7960 1.1790 1.8753
C -0.2391 1.2003 2.8929
C -0.0836 1.9880 4.0285
C -1.0567 1.9761 5.0119
C -2.1795 1.1656 4.8733
C -2.3296 0.3860 3.7418
C -1.3679 0.4074 2.7278
P -1.4916 -0.5838 1.2062
C -1.1537 -2.2824 1.7940
C -1.1645 -3.3523 0.8966
C -0.8658 -4.6357 1.3277
C -0.5245 -4.8682 2.6517
C -0.4811 -3.8081 3.5439
C -0.7941 -2.5241 3.1214
C -3.2657 -0.4717 0.7839
C -3.9147 -1.5076 0.1155
C -5.2289 -1.3591 -0.3054
C -5.9094 -0.1740 -0.0746
C -5.2703 0.8667 0.5848
C -3.9588 0.7208 1.0088
H 1.5458 0.5533 2.1711
H 1.2560 2.0884 1.8407
H 0.8039 2.6000 4.1415
H -0.9355 2.5898 5.8945
H -2.9328 1.1442 5.6490
H -3.2034 -0.2443 3.6313
H -1.3837 -3.1854 -0.1498
H -0.8930 -5.4543 0.6198
H -0.2874 -5.8698 2.9849
H -0.2072 -3.9767 4.5769
H -0.7600 -1.7172 3.8403
H -3.4071 -2.4393 -0.0831
H -5.7177 -2.1768 -0.8180
H -6.9337 -0.0616 -0.4037
H -5.7943 1.7940 0.7762
H -3.4815 1.5447 1.5246
Cl 2.6211 -1.6576 -0.8228
C 3.6646 -0.3729 -0.1846
C 3.0218 0.8199 0.0638
C 3.8342 1.8202 0.5657
Cl 3.1085 3.3884 0.9072
C 5.1994 1.6634 0.7920
Cl 6.1540 2.9503 1.4059
C 5.7939 0.4288 0.5054
Cl 7.4706 0.1967 0.7673
C 5.0171 -0.6181 0.0076
Cl 5.7060 -2.1453 -0.3526
C 2.0113 0.5477 -3.7926
N 1.6466 1.5517 -2.7712
C 2.8327 2.4102 -2.5744
C 0.5331 2.3689 -3.2941
C -0.0566 3.2577 -2.2177
N -0.7319 2.4645 -1.1613
C -2.0668 2.0457 -1.6467
C -0.9195 3.3050 0.0365
H 2.4006 1.0437 -4.6889
H 1.1376 -0.0409 -4.0567
H 2.7782 -0.1183 -3.3989
H 3.0552 2.9536 -3.4996
H 3.6885 1.7903 -2.3197
H 2.6841 3.1256 -1.7698
H -0.2231 1.6859 -3.6843
H 0.8789 2.9869 -4.1317
H -0.7718 3.9609 -2.6590
H 0.7259 3.8527 -1.7448
H -2.6969 2.9275 -1.8053
H -2.5490 1.4005 -0.9146
H -1.9794 1.4992 -2.5826
H -1.5235 4.1872 -0.1998
H 0.0481 3.6407 0.4122
H -1.4316 2.7342 0.8124
Te -0.9818 -1.3444 -2.4421
C 0.4410 -2.8116 -2.9423
C 0.8868 -3.8518 -2.1744
C 1.8387 -4.6727 -2.8424
C 2.0978 -4.2468 -4.1076
S 1.1789 -2.8551 -4.4919
H 0.5516 -4.0270 -1.1618
H 2.3041 -5.5411 -2.3988
H 2.7647 -4.6832 -4.8334
*
```

Löwdin population analysis, charges in e, atoms 1 to 5: number 1, Y, carries 1.11; number 2, N, carries -0.01; number 3, C, carries -0.31; number 4, C, carries -0.02; number 5, C, carries -0.05

=====

No. 2
C34H35FN3O4S5Sb2Tc as an isolated structure in a non-equilibrium geometry, computed with wB97M-V/def2-TZVPD.

Properties
E_tot: -120639.54811 eV
lowest unoccupied orbital energy (spin up / spin down): -7.115 / -12.419 eV

The geometry in ORCA input format:
```
! wB97M-V def2-TZVPD RIJCOSX def2/J DEFGRID3
* xyz 2 1
Tc 0.8789 0.4253 -1.5004
C 2.9558 -2.3489 1.6718
C 2.0586 -1.1224 1.8057
C 1.9758 -0.6217 3.2430
O 0.7485 -1.4213 1.3021
C 2.6897 0.0043 0.9265
O 3.6762 0.6022 1.2642
O 2.0324 0.2042 -0.1696
H 2.5111 -3.1988 2.1896
H 3.9323 -2.1550 2.1059
H 3.0883 -2.5966 0.6189
H 1.6685 -1.4301 3.8997
H 1.2618 0.1954 3.3304
H 2.9533 -0.2675 3.5582
H 0.7762 -2.3299 0.9680
S -2.7781 3.1312 -2.6584
Sb -3.2748 3.6485 -4.7988
S 0.2204 2.6236 -4.4383
S -0.3711 1.1188 -3.2252
S -1.1876 2.7412 -5.8911
C 2.6683 5.4924 -2.9265
N 2.0901 4.7996 -1.7955
C 1.7373 5.4391 -0.6681
C 1.1889 4.7735 0.3829
C 1.0140 3.3721 0.2567
N 1.3328 2.7616 -0.8789
C 1.8854 3.4308 -1.9149
O 2.1800 2.8328 -2.9416
N 0.5035 2.6432 1.2570
H 2.9186 6.5119 -2.6457
H 1.9666 5.4957 -3.7631
H 3.5684 4.9728 -3.2535
H 1.9104 6.5051 -0.6346
H 0.9212 5.2840 1.2896
H 0.3375 3.0650 2.1549
H 0.5215 1.6371 1.1967
S -0.3402 -1.5217 -1.5350
Sb -1.9059 -1.4030 0.3425
C -2.1998 0.3072 1.6330
C -2.3507 1.5647 1.0704
C -2.7632 2.6163 1.8751
C -3.0327 2.4059 3.2182
C -2.9034 1.1374 3.7611
C -2.4916 0.0792 2.9671
C -1.8909 -3.2465 1.4651
C -2.5808 -4.3223 0.9256
C -2.7546 -5.4691 1.6850
C -2.2415 -5.5347 2.9716
C -1.5307 -4.4634 3.4921
C -1.3437 -3.3146 2.7388
C -3.7662 -1.2077 -0.7005
C -4.9121 -1.8509 -0.2614
C -6.1336 -1.5054 -0.8167
C -6.2082 -0.5070 -1.7752
C -5.0558 0.1236 -2.2136
C -3.8291 -0.2293 -1.6826
H -2.1679 1.7404 0.0161
H -2.8946 3.5958 1.4410
H -3.3624 3.2241 3.8409
H -3.1361 0.9628 4.8005
H -2.4187 -0.9130 3.3865
H -2.9816 -4.2675 -0.0793
H -3.3090 -6.3006 1.2764
H -2.3967 -6.4192 3.5714
H -1.1352 -4.5095 4.4968
H -0.7771 -2.4849 3.1441
H -4.8553 -2.6142 0.5033
H -7.0320 -2.0095 -0.4936
H -7.1660 -0.2264 -2.1862
H -5.1038 0.9012 -2.9607
H -2.9236 0.2514 -2.0374
F 6.6531 -2.9193 -0.4516
C 5.6326 -2.3068 -1.0542
C 4.5262 -3.0639 -1.4229
C 3.4618 -2.4327 -2.0315
C 3.4879 -1.0515 -2.2917
C 2.3885 -0.4050 -2.9808
C 4.6242 -0.3200 -1.8983
C 5.6929 -0.9386 -1.2836
H 4.5211 -4.1267 -1.2335
H 2.5987 -3.0082 -2.3336
H 1.8170 -1.0820 -3.6118
H 2.6854 0.4979 -3.5074
H 4.6690 0.7391 -2.1054
H 6.5759 -0.3913 -0.9918
*
```

Löwdin population analysis, charges in e, atoms 1 to 5: number 1, Tc, carries 0.93; number 2, C, carries 0.03; number 3, C, carries -0.49; number 4, C, carries 0.01; number 5, O, carries -0.18

=====

No. 3
C34H35N2O5RuS as an isolated structure, computed with wB97M-V/def2-TZVPD.

Properties
<S²>: 8.8334
E_tot: -62456.27545 eV
lowest unoccupied orbital energy (spin up / spin down): 4.199 / 3.891 eV

The geometry in ORCA input format:
```
! wB97M-V def2-TZVPD RIJCOSX def2/J DEFGRID3
* xyz -2 6
Ru -0.3854 0.0764 -0.6842
C 0.7193 3.8742 8.3603
C 0.9490 2.4665 8.8765
O 2.1281 1.9944 8.9290
S -0.4518 1.3609 8.4830
C -0.4605 1.1647 6.7139
C -1.5685 0.5915 6.0840
C -1.6032 0.4169 4.7109
C -0.5355 0.8262 3.9064
C 0.5666 1.4099 4.5407
C 0.6128 1.5696 5.9170
C -0.5648 0.6423 2.4809
C -0.5728 0.4699 1.2771
H 1.4866 4.5255 8.7875
H -0.2683 4.2518 8.6307
H 0.8118 3.9331 7.2615
H -2.4159 0.2814 6.6859
H -2.4690 -0.0336 4.2399
H 1.4037 1.7338 3.9329
H 1.4826 2.0003 6.3986
C 2.1839 3.5000 -1.6000
O 2.2758 2.8653 -2.8697
C 2.9426 1.6723 -2.9101
C 4.0578 1.3861 -2.1497
C 4.6891 0.1474 -2.2684
C 4.1872 -0.7896 -3.1565
C 3.0657 -0.5046 -3.9281
C 2.4215 0.7244 -3.8133
N 1.3108 1.0722 -4.5471
C 0.4649 0.2142 -5.2250
C 0.0229 -1.0716 -4.7883
C -0.5214 -1.9503 -5.7451
C -1.0504 -3.1805 -5.4039
C -1.0451 -3.5704 -4.0652
C -0.5273 -2.7298 -3.0946
C 0.0056 -1.4657 -3.4034
O 0.4519 -0.6500 -2.4910
H 1.4085 4.2555 -1.6911
H 3.1289 3.9810 -1.3266
H 1.8881 2.7825 -0.8345
H 4.4270 2.1151 -1.4409
H 5.5591 -0.0741 -1.6632
H 4.6615 -1.7590 -3.2530
H 2.6605 -1.2521 -4.5962
H 1.0350 2.0360 -4.4451
H 0.0439 0.6253 -6.1357
H -0.5177 -1.6358 -6.7846
H -1.4639 -3.8299 -6.1662
H -1.4628 -4.5281 -3.7754
H -0.5599 -3.0054 -2.0474
C -3.4181 0.9864 -2.1333
C -4.0012 -0.2465 -1.5177
C -5.3496 -0.5384 -1.6358
C -5.8983 -1.6939 -1.0899
C -5.0762 -2.5873 -0.4110
C -3.7217 -2.3462 -0.2687
C -2.8356 -3.2984 0.4767
C -3.1596 -1.1590 -0.8195
N -1.8364 -0.9861 -0.6732
H -4.1887 1.5652 -2.6454
H -2.6356 0.7316 -2.8522
H -2.9383 1.6168 -1.3840
H -5.9857 0.1579 -2.1726
H -6.9574 -1.8977 -1.1931
H -5.4978 -3.4886 0.0219
H -3.4142 -4.1343 0.8731
H -2.3316 -2.7902 1.3011
H -2.0492 -3.6931 -0.1708
C 3.7980 -0.5718 1.3598
C 2.4338 -1.0279 0.8796
O 1.9989 -0.2722 -0.2525
H 4.0779 -1.1228 2.2604
H 3.7723 0.4905 1.6045
H 4.5629 -0.7320 0.5968
H 1.6814 -0.8635 1.6506
H 2.4413 -2.0941 0.6313
H 2.3592 -0.6349 -1.0740
O -0.4390 1.6943 -1.2752
*
```

Löwdin population analysis, charges in e, atoms 1 to 5: number 1, Ru, carries 1.34; number 2, C, carries -0.18; number 3, C, carries -0.87; number 4, O, carries -0.23; number 5, S, carries 0.84

=====

No. 4
C34H36AlN4O3Si2 as an isolated structure in a non-equilibrium geometry, computed with wB97M-V/def2-TZVPD.

Properties
E_tot: -70295.53501 eV
lowest unoccupied orbital energy: -2.673 eV

The geometry in ORCA input format:
```
! wB97M-V def2-TZVPD RIJCOSX def2/J DEFGRID3
* xyz 1 1
Al 0.4179 0.5864 0.6944
C 4.4337 0.8132 0.5995
C 3.1667 1.4795 1.0196
O 2.1481 0.8118 1.2911
N 3.1357 2.8028 1.0957
C 1.8883 3.5118 1.3267
C 1.1032 3.6159 0.0432
C 0.7146 4.8361 -0.4806
C 0.1018 4.8691 -1.7240
C -0.0932 3.6759 -2.4005
C 0.2872 2.4964 -1.7828
N 0.8607 2.4569 -0.5814
H 4.3076 0.4885 -0.4350
H 4.6156 -0.0808 1.1922
H 5.2914 1.4756 0.6573
H 3.9533 3.3389 0.8392
H 2.1117 4.4946 1.7387
H 1.2968 2.9330 2.0466
H 0.8762 5.7472 0.0728
H -0.1986 5.8114 -2.1518
H -0.5476 3.6551 -3.3779
H 0.1399 1.5382 -2.2594
N 3.0361 -2.7802 5.6404
C 2.1703 -2.1553 5.2285
C 1.1287 -1.3313 4.7306
C 0.0599 -0.9513 5.5463
C -0.8739 -0.0778 5.0189
C -0.7130 0.3821 3.7188
N 0.2783 -0.0147 2.9285
C 1.1728 -0.8607 3.4175
H -0.0198 -1.3330 6.5549
H -1.7191 0.2474 5.6028
H -1.4133 1.0796 3.2876
H 1.9506 -1.1816 2.7386
C -5.4200 -0.6780 2.5902
C -5.3817 0.7036 2.6793
C -4.2866 1.3990 2.1988
C -3.2132 0.7326 1.6162
C -3.2690 -0.6545 1.5408
C -4.3561 -1.3592 2.0222
Si -1.7789 1.6432 0.7580
C -2.4290 1.7110 -1.0204
C -2.3791 0.5479 -1.7810
C -2.8501 0.5209 -3.0795
C -3.3967 1.6662 -3.6355
C -3.4733 2.8275 -2.8860
C -2.9878 2.8483 -1.5906
H -6.2787 -1.2228 2.9521
H -6.2183 1.2369 3.1070
H -4.2637 2.4783 2.2617
H -2.4470 -1.1911 1.0866
H -4.3826 -2.4362 1.9367
H -1.8484 3.0652 1.2390
H -1.9586 -0.3484 -1.3454
H -2.8013 -0.3907 -3.6567
H -3.7688 1.6488 -4.6473
H -3.9213 3.7123 -3.3132
H -3.0425 3.7585 -1.0094
C 2.0276 -3.4758 0.0990
Si 0.2568 -2.8498 -0.2132
C -0.2552 -2.8152 -2.0389
C -1.0214 -3.7177 0.8790
C -1.3536 -3.2708 2.1553
C -2.3067 -3.9170 2.9201
C -2.9430 -5.0411 2.4236
C -2.6157 -5.5135 1.1633
C -1.6647 -4.8572 0.4026
H 2.2155 -4.3946 -0.4449
H 2.1912 -3.6868 1.1527
H 2.7699 -2.7468 -0.2128
H -0.1145 -3.7939 -2.4843
H 0.3459 -2.1009 -2.5945
H -1.3015 -2.5445 -2.1646
H -0.8700 -2.3887 2.5470
H -2.5628 -3.5402 3.8996
H -3.6917 -5.5440 3.0159
H -3.1086 -6.3927 0.7764
H -1.4192 -5.2306 -0.5799
O 0.2353 -1.2440 0.3802
O 0.7597 -0.4181 -0.7144
*
```

Löwdin population analysis, charges in e, atoms 1 to 5: number 1, Al, carries -0.02; number 2, C, carries 0.06; number 3, C, carries -0.40; number 4, O, carries 0.05; number 5, N, carries 0.13

=====

No. 5
C34H36BClN10NiO3 as an isolated structure, computed with wB97M-V/def2-TZVPD.

Properties
<S²>: 3.7954
E_tot: -111126.69387 eV
lowest unoccupied orbital energy (spin up / spin down): -3.392 / -5.822 eV

The geometry in ORCA input format:
```
! wB97M-V def2-TZVPD RIJCOSX def2/J DEFGRID3
* xyz 1 4
Ni -0.0793 0.2296 0.0073
C -0.3122 0.9561 -3.5504
C -1.5265 0.9755 -2.6826
C -2.8427 1.2878 -3.0482
C -3.5747 1.1806 -1.8874
N -2.7375 0.8291 -0.8978
N -1.4842 0.7013 -1.3805
B -3.0722 0.5500 0.5877
N -2.2328 1.5023 1.4902
C -2.5785 2.1423 2.6194
C -1.4560 2.7448 3.1409
C -0.4218 2.3980 2.2636
C 1.0228 2.7654 2.3520
N -0.9010 1.6432 1.2778
N -2.6307 -0.8917 0.9546
C -3.2903 -1.9296 1.4919
C -2.3691 -2.9039 1.8119
C -1.1283 -2.3720 1.4428
C 0.2168 -3.0009 1.6021
N -1.3012 -1.1569 0.9247
N -4.5560 0.7836 0.7768
C -5.1892 1.9838 0.8464
C -6.5194 1.7733 0.6010
C -6.6239 0.3861 0.3519
C -7.8459 -0.4024 0.0077
N -5.4400 -0.1945 0.4416
H -0.5994 0.8048 -4.5899
H 0.3613 0.1568 -3.2477
H 0.2255 1.9033 -3.4814
H -3.2011 1.5495 -4.0288
H -4.6270 1.3203 -1.7013
H -3.5934 2.1277 2.9772
H -1.3915 3.3542 4.0255
H 1.1345 3.7602 2.7796
H 1.4786 2.7659 1.3636
H 1.5656 2.0652 2.9905
H -4.3607 -1.8975 1.5877
H -2.5621 -3.8650 2.2567
H 0.1151 -4.0796 1.7100
H 0.7103 -2.6173 2.4965
H 0.8594 -2.7913 0.7483
H -4.6512 2.8940 1.0519
H -7.3091 2.5052 0.6073
H -8.7439 0.1030 0.3589
H -7.8031 -1.3918 0.4602
H -7.9358 -0.5308 -1.0722
Cl 7.2090 -0.1590 0.3894
C 5.5303 -0.1503 0.6643
C 5.0018 -0.8355 1.7761
C 3.6579 -0.8300 1.9865
C 2.7485 -0.1526 1.0819
O 1.5271 -0.2215 1.2925
C 3.3377 0.5723 -0.0394
C 2.5451 1.3989 -0.9635
O 1.3428 1.5423 -0.9436
C 4.6944 0.5563 -0.2177
H 5.6734 -1.3529 2.4473
H 3.2100 -1.3448 2.8259
H 3.1401 1.9439 -1.7146
H 5.1430 1.1004 -1.0406
C 0.3869 -5.3816 -3.4457
N 1.0310 -4.1770 -2.9472
N 0.2937 -3.1151 -2.4636
C 1.1140 -2.2786 -1.7443
O 0.6833 -1.2034 -1.2843
C 2.3909 -2.9079 -1.7309
C 2.2837 -4.0646 -2.4641
C 3.2963 -5.1230 -2.7241
C -1.0154 -2.7945 -2.9359
C -1.2412 -2.6317 -4.2956
C -2.5121 -2.2890 -4.7320
C -3.5314 -2.0817 -3.8120
C -3.2907 -2.2309 -2.4530
C -2.0304 -2.6025 -2.0107
H -0.6893 -5.2472 -3.3941
H 0.6632 -6.2397 -2.8342
H 0.6653 -5.5667 -4.4820
H 3.2815 -2.5297 -1.2592
H 4.2679 -4.8047 -2.3555
H 3.3809 -5.3368 -3.7897
H 3.0272 -6.0514 -2.2165
H -0.4282 -2.7657 -4.9993
H -2.7014 -2.1679 -5.7903
H -4.5167 -1.7967 -4.1565
H -4.0803 -2.0533 -1.7327
H -1.8272 -2.7328 -0.9570
*
```

Löwdin population analysis, charges in e, atoms 1 to 5: number 1, Ni, carries 0.64; number 2, C, carries -0.02; number 3, C, carries -0.31; number 4, C, carries -0.01; number 5, C, carries -0.04

=====

No. 6
C34H36BrF4IN5PZr as an isolated structure in a non-equilibrium geometry, computed with wB97M-V/def2-TZVPD.

Properties
E_tot: -142862.31046 eV
lowest unoccupied orbital energy: -5.689 eV

The geometry in ORCA input format:
```
! wB97M-V def2-TZVPD RIJCOSX def2/J DEFGRID3
* xyz 2 1
Zr -0.5542 -0.1177 -0.0765
F 5.8512 -5.1412 1.2475
C 5.1085 -4.0782 1.0241
C 5.6482 -2.8118 1.1276
F 6.9202 -2.6581 1.4435
C 4.8520 -1.6994 0.8825
F 5.4666 -0.5181 0.9509
C 3.5061 -1.8035 0.5494
P 2.4405 -0.3354 0.2902
C 2.7814 0.1560 -1.4239
C 4.0865 0.3369 -1.8873
C 4.3237 0.6897 -3.2057
C 3.2625 0.8681 -4.0841
C 1.9583 0.6914 -3.6443
C 1.7311 0.3345 -2.3230
C 3.1537 0.9165 1.3876
C 3.1216 0.6502 2.7570
C 3.5774 1.5944 3.6621
C 4.0567 2.8163 3.2056
C 4.0847 3.0843 1.8449
C 3.6366 2.1363 0.9333
C 2.9979 -3.1035 0.4369
Br 1.2157 -3.4046 -0.0931
C 3.7723 -4.2196 0.6682
F 3.2731 -5.4424 0.5584
H 4.9226 0.2057 -1.2111
H 5.3394 0.8258 -3.5518
H 3.4517 1.1427 -5.1131
H 1.1257 0.8275 -4.3211
H 0.6673 0.2226 -2.0681
H 2.7565 -0.3040 3.1258
H 3.5630 1.3757 4.7215
H 4.4170 3.5539 3.9102
H 4.4721 4.0295 1.4873
H 3.6780 2.3535 -0.1268
C -4.1526 -2.5342 1.5225
C -2.7652 -2.4182 2.1161
N -1.7718 -2.1245 1.0415
C -2.1151 -2.4445 -0.3056
N -1.2787 -1.9074 -1.1491
C -1.4658 -2.1211 -2.5855
C -2.2027 -3.4228 -2.8451
C -3.4819 -3.4498 -2.0311
N -3.1773 -3.1691 -0.6195
C -4.1498 -3.5659 0.4106
H -4.4803 -1.5704 1.1233
H -4.8560 -2.8214 2.3030
H -2.4829 -3.3574 2.5945
H -2.7074 -1.6294 2.8647
H -0.8904 -2.6019 1.2352
H -0.4833 -2.1235 -3.0587
H -2.0212 -1.2655 -2.9823
H -1.5765 -4.2761 -2.5744
H -2.4383 -3.5199 -3.9039
H -3.9581 -4.4288 -2.0639
H -4.2039 -2.7108 -2.3888
H -3.9084 -4.5633 0.7865
H -5.1233 -3.6184 -0.0744
I 0.1611 3.4961 4.5280
C 0.3693 3.3637 2.4840
C 0.5718 4.4782 1.6792
C 0.6860 4.3105 0.3060
C 0.5798 3.0446 -0.2353
N 0.4096 1.9665 0.5380
C 0.3225 2.1292 1.8565
H 0.6350 5.4653 2.1181
H 0.8387 5.1592 -0.3459
H 0.6118 2.8724 -1.3027
H 0.2273 1.2286 2.4648
C -3.0805 2.9703 -0.8323
C -2.9278 1.4845 -0.5413
C -2.9379 1.2556 0.9909
C -4.0644 0.7033 -1.1943
N -1.6411 0.9642 -1.0497
H -4.0521 3.3325 -0.4906
H -3.0039 3.1500 -1.9046
H -2.3077 3.5571 -0.3321
H -3.9641 1.2421 1.3638
H -2.3859 2.0266 1.5276
H -2.5428 0.2615 1.2962
H -5.0349 1.0331 -0.8182
H -3.9695 -0.3699 -0.9997
H -4.0514 0.8472 -2.2749
*
```

Löwdin population analysis, charges in e, atoms 1 to 5: number 1, Zr, carries 1.49; number 2, F, carries 0.18; number 3, C, carries -0.12; number 4, C, carries -0.12; number 5, F, carries 0.17

=====

Number 1: molar mass 942.487 g/mol. Number 2: molar mass 1070.524 g/mol. Number 3: molar mass 684.800 g/mol. Number 4: molar mass 631.841 g/mol. Number 5: molar mass 737.687 g/mol. Number 6: molar mass 919.695 g/mol.